C67H79B2Br3ClN3O6P as an isolated structure, computed with the ωB97M-V functional and the def2-TZVPD basis.

Last column: Mulliken charge in e.
Atoms and positions in Å:
C 0.47520 1.71506 1.29901  -1.635
C -0.19197 0.96922 0.14987  -0.753
C 0.41248 -0.38138 -0.26881  -0.395
Cl 2.14002 -0.47176 0.21976  -0.175
C -0.42770 -1.63431 0.09625  1.401
C -1.71292 -1.53918 -0.75354  -0.343
C -1.57460 -1.88374 -2.22164  -0.581
C -1.14944 -0.95454 -3.17044  0.105
C -1.02892 -1.31843 -4.50965  -1.350
C -1.36433 -2.60291 -4.92117  -0.837
C -1.83091 -3.54016 -3.99433  0.666
C -2.23820 -4.91763 -4.44105  -1.641
C -1.91770 -3.16843 -2.65249  -0.258
N 0.43690 -2.84008 -0.08465  -0.517
Br 1.30561 -3.26680 -1.65475  0.014
C 0.99186 -3.20019 1.10731  0.064
N 1.70718 -4.31743 1.17767  -0.155
P 2.24802 -5.02592 2.71157  0.249
O 1.60202 -6.50313 2.52379  -0.477
O 3.74735 -5.29279 2.18419  -0.230
N 0.58483 -2.34663 2.07798  0.849
C 1.18867 -1.83297 3.28519  0.175
Br 0.52838 -2.68478 4.92384  -0.055
C 2.75133 -1.67907 3.24186  0.506
C 3.13715 -0.18062 3.23067  -1.346
Br 3.66565 -2.44764 4.77873  -0.069
C -0.77821 -1.92477 1.58295  -1.321
B -1.65611 -3.31104 1.75367  0.590
O -2.19220 -4.02189 0.69547  -0.366
O -1.83197 -3.72787 3.02667  -0.461
C -3.11881 -4.23398 3.43545  -0.968
B -1.68377 -0.96986 2.47077  0.773
O -3.02768 -1.12524 2.20891  -0.827
O -1.20447 -0.12599 3.42429  0.334
C -1.96955 -0.04672 4.64649  -0.993
H 1.40766 2.18448 1.00233  0.479
H 0.60797 1.09168 2.17753  0.244
H -0.19154 2.52089 1.60228  0.539
H -0.13771 1.62108 -0.72253  0.356
H -1.25133 0.86982 0.38317  0.436
H 0.47732 -0.40019 -1.35154  0.985
H -2.48798 -2.17517 -0.35549  0.776
H -2.10563 -0.52859 -0.67662  0.567
H -0.89951 0.05642 -2.87285  0.456
H -0.67724 -0.59259 -5.22956  0.678
H -1.28609 -2.87920 -5.96397  0.493
H -2.97939 -4.83502 -5.23633  0.394
H -2.72057 -5.46028 -3.63198  0.368
H -1.40132 -5.48490 -4.84190  0.342
H -2.27823 -3.89320 -1.93502  0.297
H 1.91540 -4.76888 0.29229  0.077
H 0.93133 -6.56308 1.83710  0.307
H 4.35917 -5.23934 2.93336  0.277
H 0.80610 -0.83081 3.40808  -0.560
H 3.16198 -2.15038 2.35565  0.274
H 3.72818 0.09014 4.09640  0.565
H 3.75283 0.02058 2.35618  0.260
H 2.26792 0.46567 3.14494  -0.099
H -1.82400 -4.90298 0.59117  0.262
H -3.89025 -3.96584 2.72000  0.342
H -3.06755 -5.31369 3.54349  0.331
H -3.33941 -3.78378 4.39798  0.317
H -3.51390 -0.29558 2.25291  0.337
H -1.28681 0.17997 5.45740  0.322
H -2.73637 0.72274 4.58200  0.401
H -2.44786 -0.99826 4.86747  0.225
C 2.10415 2.11033 5.61253  -0.749
C 2.56344 3.38459 5.91698  -0.564
C 1.86233 4.49783 5.47606  -0.526
C 0.69785 4.33825 4.73676  -0.767
C 0.23936 3.06480 4.43334  -0.135
C 0.94453 1.95063 4.86695  0.336
H 2.65111 1.24147 5.95772  0.513
H 3.46685 3.50957 6.49905  0.403
H 2.22218 5.49151 5.70912  0.434
H 0.14953 5.20823 4.39749  0.427
H -0.66976 2.93959 3.85783  0.510
H 0.58488 0.96014 4.62336  0.085
C -0.71440 7.95389 6.00128  -0.282
C -0.25696 9.22794 6.30732  -0.537
C -0.95925 10.34028 5.86530  -0.393
C -2.12125 10.17798 5.12357  -0.418
C -2.58028 8.90391 4.82012  -0.531
C -1.87469 7.79147 5.25704  -0.354
H -0.16652 7.08536 6.34610  0.397
H 0.64606 9.35414 6.89025  0.371
H -0.60108 11.33432 6.09995  0.375
H -2.66997 11.04568 4.78092  0.608
H -3.48837 8.77943 4.24422  0.360
H -2.23107 6.79671 5.01932  0.394
C -2.40054 2.50852 -5.50127  -0.314
C -2.87347 1.49083 -6.31816  -0.254
C -3.25924 1.76852 -7.62200  -0.616
C -3.16452 3.06408 -8.11052  -0.258
C -2.68861 4.08112 -7.29448  -0.331
C -2.30896 3.80491 -5.98840  -0.488
H -2.10375 2.29106 -4.48220  0.325
H -2.94420 0.47966 -5.93673  0.451
H -3.63326 0.97662 -8.25773  0.373
H -3.46193 3.28146 -9.12862  0.386
H -2.61387 5.09097 -7.67682  0.368
H -1.94253 4.59979 -5.35171  0.365
C -6.05879 14.69579 6.65227  -0.358
C -4.68262 14.56611 6.52887  -0.502
C -4.11074 13.30469 6.43869  -0.206
C -4.91495 12.17415 6.46461  -0.212
C -6.29151 12.30401 6.58652  -0.497
C -6.86311 13.56491 6.68295  -0.358
H -6.50492 15.67899 6.72533  0.358
H -4.05597 15.44811 6.50435  0.360
H -3.03610 13.20295 6.34950  0.336
H -4.46840 11.19081 6.39366  0.372
H -6.91883 11.42220 6.60653  0.361
H -7.93599 13.66697 6.78188  0.358
C 7.72957 -2.79338 1.16157  -0.592
C 6.79125 -2.71251 2.18205  0.067
C 7.19498 -2.45473 3.48553  -0.205
C 8.54140 -2.26622 3.76616  -0.585
C 9.47971 -2.34497 2.74694  -0.411
C 9.07505 -2.61215 1.44592  -0.414
H 7.41304 -2.99442 0.14561  0.410
H 5.74069 -2.84385 1.95430  0.384
H 6.45421 -2.39871 4.27457  0.190
H 8.85925 -2.06012 4.77970  0.383
H 10.52893 -2.19805 2.96617  0.371
H 9.80889 -2.67577 0.65336  0.372
C 4.37312 -7.73300 0.25598  0.142
C 5.70217 -7.36105 0.10905  -0.557
C 6.62012 -8.25987 -0.41623  -0.445
C 6.20662 -9.52770 -0.80224  -0.468
C 4.87682 -9.89783 -0.65710  -0.436
C 3.95996 -9.00216 -0.12545  -0.650
H 3.66381 -7.03391 0.66647  0.295
H 6.02401 -6.37030 0.40682  0.501
H 7.65773 -7.97235 -0.52527  0.382
H 6.92089 -10.22716 -1.21621  0.382
H 4.55453 -10.88677 -0.95680  0.540
H 2.92422 -9.29619 -0.00838  0.343
C 3.08430 -12.01359 -3.77496  -0.357
C 2.33971 -12.73473 -4.69799  -0.421
C 1.61802 -12.06902 -5.67871  -0.436
C 1.64566 -10.68263 -5.74022  -0.299
C 2.39202 -9.96225 -4.81815  -0.619
C 3.10932 -10.62719 -3.83291  0.014
H 3.64672 -12.53471 -3.01025  0.339
H 2.32297 -13.81583 -4.65405  0.365
H 1.03507 -12.63107 -6.39654  0.361
H 1.08663 -10.16456 -6.50875  0.364
H 2.41659 -8.88096 -4.86804  0.374
H 3.68914 -10.06418 -3.11353  0.315
C -5.92308 5.47025 -13.35727  -0.383
C -4.71857 5.83719 -12.77389  -0.393
C -4.54355 5.70542 -11.40335  -0.341
C -5.57086 5.20065 -10.61817  -0.254
C -6.77458 4.83104 -11.20188  -0.461
C -6.95147 4.96882 -12.57137  -0.345
H -6.06082 5.57560 -14.42543  0.359
H -3.91667 6.22698 -13.38722  0.359
H -3.60568 5.99738 -10.94760  0.338
H -5.43395 5.09567 -9.54890  0.403
H -7.57481 4.43634 -10.58934  0.362
H -7.89127 4.68521 -13.02688  0.358

Atoms 1-6, force components in eV/Å:
C -0.4 0.2 0.0
C 0.3 0.3 -0.1
C -0.2 0.1 0.2
Cl 0.0 0.0 -0.1
C -0.1 0.3 0.3
C -0.1 -0.3 -0.6

frontier orbital gap: 0.26300 Eh
HOMO energy: -10.28 eV
LUMO level: -3.1275 eV
net charge: +1

---

C67H88AsGe2N3PdTe as an isolated structure at a distorted geometry, computed with the ωB97M-V functional and the def2-TZVPD basis.

Last column: Löwdin spin population.
Atoms and positions in Å:
Pd 0.30170 -0.73342 -0.49123  0.421
C -3.55138 -3.34063 -3.17142  0.001
C -2.35487 -4.27358 -2.99075  0.002
C -2.34416 -4.95789 -1.61658  0.001
C -0.99402 -3.70121 -3.42717  0.019
C -0.30507 -4.57736 -4.27995  -0.001
C 0.85530 -4.24303 -4.94153  0.019
C 1.34627 -2.95554 -4.78267  -0.001
C 0.72701 -2.05237 -3.94080  0.015
C 1.23258 -0.62155 -3.92042  0.004
C 0.59741 0.12439 -5.09974  0.001
C 2.75708 -0.49658 -3.96750  0.002
C -0.42705 -2.41715 -3.19059  0.014
N -0.92232 -1.40096 -2.37031  0.133
C -1.76398 -1.47559 -1.37468  0.025
C -2.85929 -0.46420 -1.24986  0.029
N -2.87815 0.63983 -1.85397  0.039
C -4.04330 1.39495 -2.13142  0.004
C -4.74550 2.13178 -1.16298  0.003
C -5.81339 2.92989 -1.55967  0.000
C -6.20203 3.01900 -2.88314  0.002
C -5.50314 2.29659 -3.83683  0.000
C -4.42686 1.49104 -3.48777  0.003
C -3.72369 0.69178 -4.57185  0.001
C -4.64777 -0.43107 -5.05182  0.000
C -3.30749 1.56559 -5.75919  0.000
C -4.40713 2.03823 0.30850  0.001
C -4.30969 3.40452 0.99242  -0.001
C -5.43964 1.16794 1.03547  0.000
H -4.47048 -3.85898 -2.88348  0.000
H -3.63574 -3.05448 -4.21943  0.000
H -3.48952 -2.42886 -2.58997  0.000
H -2.53469 -5.07812 -3.70407  0.000
H -2.28389 -4.24824 -0.79122  0.000
H -1.49643 -5.64156 -1.53742  0.000
H -3.26197 -5.53835 -1.48428  0.000
H -0.72423 -5.56638 -4.43241  0.000
H 1.35520 -4.95863 -5.58341  0.001
H 2.22177 -2.64398 -5.34121  -0.001
H 0.88832 -0.15431 -3.00490  0.000
H 0.80984 -0.40631 -6.03396  0.000
H 0.99519 1.13909 -5.17882  0.000
H -0.48634 0.18941 -4.97622  0.000
H 3.15019 -0.70676 -4.96720  0.000
H 3.23755 -1.18042 -3.26388  0.002
H 3.05111 0.52124 -3.70137  0.000
H -1.94958 -2.41774 -0.86493  0.001
H -3.72822 -0.79869 -0.66576  0.002
H -6.36536 3.48305 -0.80781  0.000
H -7.03651 3.64685 -3.17063  0.000
H -5.80421 2.35547 -4.87702  0.000
H -2.82603 0.25281 -4.13363  0.001
H -5.56934 -0.00890 -5.46351  0.000
H -4.92217 -1.09224 -4.22961  0.000
H -4.16650 -1.02775 -5.83304  0.000
H -4.17793 1.87062 -6.34805  0.000
H -2.63532 1.01333 -6.42131  0.000
H -2.79397 2.46778 -5.42360  0.000
H -3.43345 1.56055 0.39184  0.002
H -5.29981 3.85513 1.11692  0.000
H -3.86241 3.29066 1.98400  0.000
H -3.68698 4.08921 0.41293  -0.001
H -5.17788 1.06589 2.09053  0.000
H -5.50226 0.16812 0.59812  0.000
H -6.43064 1.62903 0.96488  0.000
C 2.51570 -4.63724 -1.85892  0.027
Te 2.18113 -2.79538 -0.79939  0.052
C 0.69913 -3.84901 0.33547  -0.003
H 2.78266 -5.39109 -1.11872  0.004
H 3.34465 -4.49596 -2.55366  0.000
H 1.62514 -4.93103 -2.40986  0.000
H 0.20924 -4.54922 -0.34167  0.000
H -0.02054 -3.13744 0.72359  -0.001
H 1.16902 -4.38076 1.16075  0.000
C -0.42000 2.47907 -2.96077  -0.008
Ge -1.33096 3.74829 -1.73843  -0.040
C 0.01781 5.17528 -1.40309  -0.011
C -2.67130 4.68317 -2.86567  -0.006
Ge -0.74573 1.04224 0.86343  0.088
C -1.95914 0.26498 2.29892  0.029
C -2.30891 0.93647 3.47590  0.004
C -3.22420 0.39433 4.37602  0.001
C -3.85089 -0.81475 4.10014  0.000
C -3.54227 -1.48690 2.92441  0.000
C -2.60316 -0.95314 2.05424  0.004
C -0.08100 2.55848 2.01254  0.026
C -0.38243 3.87644 1.69085  -0.003
C -0.00328 4.93342 2.51815  0.000
C 0.68771 4.68229 3.69378  -0.001
C 0.98214 3.36829 4.04348  0.001
C 0.59629 2.32547 3.21405  0.004
H -0.86855 2.55018 -3.95678  -0.001
H -0.53765 1.45739 -2.60131  -0.001
H 0.64343 2.73588 -3.02521  0.000
H 0.51421 5.41004 -2.35255  -0.001
H 0.76666 4.85024 -0.67906  0.000
H -0.46679 6.08047 -1.02508  0.000
H -2.13417 5.16107 -3.69395  -0.001
H -3.19871 5.45303 -2.29767  0.000
H -3.40526 3.98171 -3.26600  0.000
H -1.85937 1.89359 3.70740  0.001
H -3.44651 0.91965 5.29799  0.000
H -4.57372 -1.22714 4.79449  0.000
H -4.03099 -2.42673 2.69139  0.000
H -2.33874 -1.51282 1.16243  0.002
H -0.93366 4.08262 0.77847  -0.005
H -0.25401 5.95143 2.24052  0.000
H 0.98897 5.50301 4.33474  0.000
H 1.50496 3.14862 4.96871  0.000
H 0.81361 1.30979 3.51386  0.000
C 0.82352 0.61767 7.88980  0.000
C 1.26401 0.14433 6.52706  0.000
C 0.45683 -0.67305 5.75011  0.000
C 0.85011 -1.10324 4.48730  0.000
C -0.06977 -2.06658 3.77180  0.000
C 2.08458 -0.68727 3.94699  0.006
As 2.30402 -1.32267 2.03978  0.005
N 1.69257 0.08014 1.01547  0.068
C 2.39622 1.24605 0.65660  0.007
C 3.25900 1.88850 1.54990  0.002
C 3.92918 3.04978 1.20630  0.001
C 3.77912 3.60751 -0.05893  -0.001
C 2.92304 2.98510 -0.95732  0.000
C 2.23523 1.83254 -0.60479  -0.001
C 4.27973 -1.61149 1.95560  0.002
C 5.18537 -1.16773 0.98085  0.000
C 4.83564 -0.31650 -0.21727  0.000
C 6.52652 -1.55965 1.05906  0.000
C 6.99758 -2.42129 2.03012  0.000
C 8.45071 -2.81812 2.10342  0.000
C 6.06787 -2.94907 2.91822  0.000
C 4.73214 -2.57591 2.88988  0.000
C 3.80419 -3.27977 3.85818  0.000
C 2.93977 0.08280 4.75770  0.001
C 4.35179 0.50105 4.40027  0.000
C 2.50657 0.48759 6.02137  0.000
H -0.17375 0.24595 8.12816  0.000
H 0.79869 1.70920 7.93210  0.000
H 1.51196 0.27395 8.66498  0.000
H -0.50807 -0.99033 6.13580  0.000
H -1.01884 -2.14618 4.30339  0.000
H 0.38606 -3.05957 3.71677  0.000
H -0.28554 -1.75205 2.75752  0.000
H 3.38028 1.46601 2.53125  0.000
H 4.57569 3.52624 1.93637  0.000
H 4.31136 4.50969 -0.33332  0.000
H 2.79062 3.39852 -1.95132  0.000
H 1.58070 1.35761 -1.32289  -0.001
H 3.78775 -0.37550 -0.48286  0.000
H 5.41461 -0.65988 -1.07803  0.000
H 5.07314 0.73551 -0.05202  0.000
H 7.21287 -1.18129 0.30599  0.000
H 9.02915 -2.33627 1.31426  0.000
H 8.56718 -3.89998 2.00014  0.000
H 8.88413 -2.53250 3.06483  0.000
H 6.39031 -3.69283 3.64307  0.000
H 4.32762 -4.10203 4.34689  0.000
H 2.93714 -3.69280 3.33366  0.000
H 3.42372 -2.61072 4.62840  0.000
H 4.66974 0.14751 3.42851  0.000
H 5.04812 0.09740 5.14085  0.000
H 4.44643 1.59011 4.42588  0.000
H 3.17811 1.09424 6.62664  0.000

Atoms 1-6, force components in eV/Å:
Pd -0.8 0.6 0.1
C 0.1 -0.1 -0.1
C 0.1 0.2 0.4
C 0.0 0.0 -0.1
C -0.1 -0.1 -0.1
C 0.0 0.0 0.0

frontier orbital gap (spin up / spin down): 0.14824 / 0.17984 Eh
spin multiplicity: 2
HOMO energy (spin up / spin down): -2.63 / -3.22 eV
LUMO level (spin up / spin down): 1.3993 / 1.6709 eV
energy above the lowest of the compared OMol25 structures with the same formula, charge and spin: 0.00 kcal/mol
<S²>: 0.81
net charge: -1